32
Properties=species:S:1:pos:R:3:forces:R:3 method="wB97M-V/def2-TZVPD" max_force_ev_per_a=2.94 smiles="CCC(=O)O.O.O.O.O.O.O.O" e_homo_ev=-10.245 e_tot_ev=-21863.5009
O 0.6999 -1.8902 2.9723 -0.146 0.399 0.282
O 2.1705 -1.5367 0.3341 -0.019 -0.230 0.839
O 2.2554 2.1029 1.0347 -0.600 0.377 0.641
O -2.6902 1.9945 1.2608 -0.952 0.015 -2.781
O -0.1875 3.7789 -0.5898 -0.045 -0.038 -0.140
O 1.0764 1.3196 3.3662 -0.563 -0.409 -0.160
O 1.6639 0.7984 -1.0163 -0.316 -0.562 0.337
O -0.4749 -0.2307 -3.2136 0.424 -0.230 -0.043
O -0.9138 -0.3438 -1.0083 -0.518 -0.551 1.239
C -1.0411 -0.7325 -2.2770 -0.649 0.978 0.498
C -2.0946 -1.7937 -2.3349 -1.967 -0.992 -1.448
C -1.6148 -3.1798 -1.8819 -0.112 0.344 -0.421
H -3.0835 -1.5765 -1.9109 0.794 0.681 1.278
H 0.4807 4.1347 -1.1850 0.130 -0.037 0.127
H 0.5386 0.5134 3.3665 0.068 -0.094 -0.130
H 1.2025 -1.5597 2.2160 0.189 -0.259 -0.393
H -0.1754 0.2014 -0.6899 0.432 0.086 -1.168
H 1.5165 1.6015 -0.4608 0.624 -0.293 -0.780
H 2.3886 -2.3217 -0.1704 -0.111 0.091 -0.194
H -2.5358 -1.8332 -3.3421 1.116 -0.233 -0.410
H 1.6612 1.8192 1.7588 0.293 0.338 -0.084
H -1.8138 2.1356 0.9092 0.407 0.066 0.625
H -1.0193 -3.0626 -0.9836 0.276 -0.247 0.053
H 3.1113 1.8244 1.3555 0.381 -0.154 -0.177
H -2.4323 -3.8609 -1.6613 -0.224 0.168 0.080
H -1.0741 -3.6389 -2.7077 0.456 -0.057 0.263
H -2.7586 1.9383 2.1785 0.597 -0.013 2.125
H 1.3476 -2.0001 3.6744 0.045 -0.089 -0.049
H 1.4047 1.3747 4.2588 0.265 0.212 0.420
H 1.8754 -0.8299 -0.2549 0.228 0.192 -0.366
H 1.5302 0.8598 -1.9628 -0.372 0.590 -0.130
H -1.0136 3.9938 -1.0345 -0.132 -0.050 0.064

***

53
Properties=species:S:1:pos:R:3:forces:R:3 method="wB97M-V/def2-TZVPD" max_force_ev_per_a=2.07 smiles="C[Si](C)(CCC(F)(F)C1=C(Cl)C(=O)OC1=O)c1ccccc1.NC(N)=O.NC(N)=O" e_homo_ev=-9.288 e_tot_ev=-60038.0694
Cl -0.3852 3.4141 2.0524 -0.934 -0.246 0.066
Si 0.9309 -1.2457 0.0795 -0.157 -1.055 -0.391
F 0.0765 3.6335 -1.1146 -0.228 0.031 -0.128
F -0.5365 1.8796 -2.2549 0.013 -0.118 0.031
O 4.0916 7.4222 -1.3423 -0.035 -0.014 -0.020
O -3.4584 2.5734 2.6880 -0.356 -0.563 -1.026
O -3.1589 1.2149 -1.5908 0.011 0.460 1.263
O 0.7035 -4.2572 2.3152 0.037 0.059 0.019
O -3.6739 1.6504 0.5916 0.139 0.319 -0.057
N -0.0869 -6.0012 1.1052 -0.044 0.077 -0.129
N 2.5323 5.8181 -0.9676 -0.043 -0.121 0.075
N 1.0669 -6.3656 3.0686 0.074 0.027 0.109
N 2.3018 7.2862 -2.7292 -0.016 0.087 -0.106
C 0.5706 -5.4609 2.1733 -0.062 -0.076 -0.038
C 0.9540 1.5825 -0.3612 -0.421 -0.813 -0.217
C 3.0481 6.8796 -1.6571 0.026 0.002 0.021
C -0.9318 -1.5507 -0.1473 1.028 0.321 0.363
C -2.7281 -1.8087 -1.7564 0.261 -0.048 0.174
C -1.4896 2.2213 -0.1113 -0.587 -0.330 -0.555
C 1.4343 -0.9964 1.8752 0.285 0.621 -0.067
C -1.3973 -1.5970 -1.4544 0.182 0.002 -0.708
C -1.6227 2.6445 1.1430 0.178 -0.207 -0.713
C -3.1602 -1.9324 0.6061 -0.775 -0.201 0.642
C -3.0354 2.3018 1.6030 1.116 0.876 1.510
C -2.8244 1.6325 -0.5238 0.505 -0.339 -0.960
C -1.8250 -1.7351 0.9002 0.009 0.235 0.105
C -3.6020 -1.9676 -0.6952 -0.730 -0.136 -0.983
C -0.2579 2.2870 -1.0074 0.381 0.439 0.963
C 1.8006 -2.7490 -0.6837 -0.302 0.377 -0.339
C 1.3635 0.2347 -1.0221 0.632 0.208 0.488
H 3.0528 5.4926 -0.1750 0.010 0.036 -0.007
H -0.2092 -6.9857 0.9663 0.015 -0.002 0.026
H 0.9844 0.0849 -2.0377 -0.042 0.213 0.197
H 2.4622 0.2435 -1.1135 -0.265 -0.063 -0.065
H -3.0568 -1.8344 -2.7906 -0.072 0.021 0.180
H 1.6749 5.3571 -1.2102 0.011 -0.001 -0.003
H 1.8727 -1.8908 2.3299 -0.288 0.031 -0.208
H 0.9684 -7.3576 2.9703 -0.019 0.009 -0.029
H -0.7046 -1.4568 -2.2842 -0.028 -0.004 0.148
H 2.8688 -2.5590 -0.8533 -0.149 -0.222 0.239
H 0.6186 -0.6367 2.5156 0.120 -0.132 -0.119
H 1.6230 -3.6541 -0.0940 0.250 0.197 0.025
H 1.5554 -6.0007 3.8648 -0.010 0.004 -0.013
H -0.4652 -5.3621 0.4293 -0.017 0.000 0.033
H -3.9103 -2.0726 1.3831 0.300 0.070 0.055
H 2.6491 8.0630 -3.2595 0.010 -0.008 0.019
H 1.3556 -2.9163 -1.6784 0.109 0.032 0.208
H -4.6521 -2.1149 -0.9397 0.087 0.005 0.325
H 1.4411 6.8534 -3.0046 0.010 -0.028 0.034
H -1.4904 -1.6928 1.9346 -0.019 -0.104 -0.156
H 1.7848 2.2904 -0.2993 -0.190 -0.044 -0.241
H 2.2133 -0.2136 1.8927 -0.177 -0.185 0.083
H 0.6633 1.3548 0.6717 0.168 0.304 -0.124

***

129
Properties=species:S:1:pos:R:3:forces:R:3 method="wB97M-V/def2-TZVPD" max_force_ev_per_a=2.88 total_charge=-2 e_homo_ev=-0.835 e_tot_ev=-164517.5479
Cs 1.1411 -0.1963 -1.0942 0.793 -0.149 2.764
Br -2.3509 2.1359 -7.9588 -0.016 0.012 -0.004
P -0.5858 2.7618 0.3117 -0.044 0.216 0.119
P -0.9717 -2.6542 0.7229 -0.218 -0.100 0.034
Si -0.6957 0.1527 1.8745 -0.210 -0.085 0.432
Si 4.8881 -0.0445 -0.1293 -0.010 0.064 -0.054
O 0.1114 1.0215 -3.1934 -0.306 0.197 -0.945
O 1.1610 -0.9382 -3.5450 -0.119 -0.202 -1.479
N 0.9437 -0.2997 -7.6665 -0.008 -0.007 0.009
C -1.1059 3.1980 4.8973 -0.006 0.040 -0.059
C -0.7371 1.0206 -5.8737 -0.081 0.167 0.022
C 1.1645 6.0579 1.1659 0.015 -0.099 -0.053
C 5.6646 -1.8162 -0.1229 -0.011 -0.169 -0.036
C 0.5535 0.0917 -3.9112 -0.175 0.099 -0.425
C 6.5747 -4.5136 -0.1253 -0.024 0.065 0.002
C -2.0198 -2.3816 2.2331 0.064 0.170 0.104
C -3.7283 4.7878 -0.0063 0.103 -0.014 -0.028
C 0.2495 4.2663 -0.4636 0.164 -0.041 0.097
C -1.1640 4.2376 2.7330 0.044 -0.068 -0.031
C 6.3603 -2.3687 0.9627 -0.009 -0.037 -0.052
C 2.5873 5.5583 0.9081 -0.039 -0.004 -0.020
C -2.3405 2.6630 -0.3478 0.030 -0.014 -0.114
C -0.9254 1.1029 -7.2385 0.026 -0.019 -0.104
C 1.2448 -6.7567 0.9225 -0.020 0.069 -0.001
C -0.8955 1.9659 4.2892 -0.062 0.013 -0.132
C -4.6507 -2.9966 -0.0644 0.073 0.065 0.007
C 5.9093 0.7786 1.2898 0.073 0.007 0.108
C -1.9388 -1.0645 2.7724 0.016 -0.166 -0.053
C -2.8853 -3.3193 2.7973 0.064 0.087 -0.039
C -0.2187 -4.3683 0.7841 0.016 -0.037 0.087
C 1.1105 -0.4031 -6.3469 -0.085 -0.019 -0.004
C -2.4377 2.8949 -1.8682 -0.076 0.087 0.046
C 1.9210 -5.5093 1.5211 -0.051 -0.005 -0.008
C -1.2715 4.3347 4.1140 0.004 -0.086 0.034
C -2.7535 4.3435 -2.2641 0.010 -0.043 0.061
C -3.4118 -3.7011 -0.6265 -0.022 0.047 -0.035
C 5.8948 -3.9946 -1.2250 -0.005 0.080 0.039
C -3.9674 4.8811 -1.5111 -0.016 -0.072 0.014
C 0.2077 5.7279 0.0104 0.023 0.037 0.030
C -0.0709 0.4410 -8.1048 -0.005 0.005 0.082
C 2.5659 4.0696 0.5711 -0.132 0.066 0.037
C 0.9080 -4.3936 1.8282 -0.062 -0.076 0.007
C -1.0315 -5.6809 0.8657 0.074 -0.036 -0.054
C -0.1971 -6.8550 1.4070 0.022 0.029 -0.021
C 5.4471 -2.6799 -1.2133 0.052 -0.014 0.101
C -2.4944 -1.4506 -1.3494 -0.013 -0.098 0.061
C -3.7076 -0.7827 -0.7056 -0.007 -0.071 0.012
C 0.3043 0.2384 -5.4119 0.148 -0.115 0.003
C -3.4927 3.3369 0.4019 -0.041 0.028 0.009
C -3.6925 -1.6958 4.3603 0.047 0.008 -0.040
C -0.8887 3.0130 2.1213 -0.015 -0.306 0.136
C -4.9309 -1.6893 -0.7976 0.057 -0.026 -0.027
C 0.9294 -0.5274 2.6918 0.025 0.077 -0.036
C -3.7138 -2.9910 3.8638 -0.003 0.045 0.008
C -2.1478 -2.8226 -0.7253 -0.130 0.095 0.019
C 6.8027 -3.6903 0.9699 -0.034 0.069 -0.061
C 1.7206 3.8500 -0.6783 0.011 -0.046 0.097
C -0.8239 1.8244 2.8977 -0.044 0.248 -0.173
C 5.8540 0.6822 -1.6493 0.068 -0.024 -0.080
C -2.8202 -0.7564 3.8214 0.044 -0.071 -0.096
H 2.4523 -5.7767 2.4384 -0.006 -0.006 0.008
H 6.5581 -1.7487 1.8326 -0.004 -0.034 -0.025
H -1.4673 -3.3166 -1.4298 0.003 -0.031 -0.059
H 6.9454 0.5709 -1.5629 -0.065 0.007 0.011
H 2.1222 3.5165 1.4094 0.032 -0.025 -0.022
H -4.3515 -1.4176 5.1766 -0.006 0.013 -0.003
H -0.6542 -7.8002 1.1009 0.002 -0.015 0.004
H -5.5083 -3.6739 -0.1325 -0.008 -0.008 -0.008
H -1.3603 1.5518 -5.1647 0.014 -0.024 -0.005
H 2.1499 4.4399 -1.4993 -0.012 -0.034 -0.021
H 5.5378 0.1969 -2.5803 0.029 0.042 0.044
H -4.3871 -3.7331 4.2785 0.009 0.003 0.000
H -3.4876 -0.5693 0.3465 0.009 0.028 -0.024
H 0.8126 5.5951 2.0893 -0.014 -0.007 -0.014
H 4.8928 -2.3089 -2.0728 0.015 -0.009 0.021
H 7.3295 -4.0788 1.8360 0.001 0.002 0.009
H 1.1607 7.1402 1.3320 0.005 0.010 0.009
H -2.4694 1.5876 -0.1812 0.043 -0.039 0.010
H -1.5317 2.5427 -2.3683 0.007 -0.012 0.009
H -2.8460 5.3873 0.2519 -0.067 -0.020 -0.005
H 3.2154 5.7552 1.7818 -0.013 0.004 -0.003
H 6.9136 -5.5433 -0.1223 0.004 -0.009 -0.001
H -3.8999 0.1768 -1.1948 0.007 -0.027 0.001
H 1.9244 -1.0258 -5.9962 -0.006 0.011 0.006
H 1.2495 -1.4559 2.2117 0.017 0.072 0.043
H -0.2103 0.5136 -9.1778 0.006 -0.003 0.010
H -2.9150 4.3953 -3.3447 -0.008 -0.001 -0.008
H 1.7545 2.7980 -0.9681 0.062 0.133 -0.113
H 1.7636 0.1795 2.6083 -0.104 -0.009 -0.047
H -3.6556 -4.0357 -1.6456 0.002 0.002 0.020
H 1.4305 -3.4386 1.8613 -0.029 0.019 -0.018
H -1.9144 -5.5718 1.4889 -0.048 0.020 0.041
H -3.2550 2.2677 -2.2526 0.016 0.006 0.023
H -0.7966 1.0821 4.9132 0.016 0.010 -0.005
H -2.9674 -4.3116 2.3793 0.041 -0.047 -0.016
H 0.7693 -0.7406 3.7568 0.047 0.028 -0.056
H -3.3394 3.2598 1.4798 -0.004 -0.017 -0.025
H 5.7035 -4.6240 -2.0887 0.000 0.011 0.007
H 0.5041 6.3497 -0.8471 -0.009 0.010 0.010
H 3.5713 3.6685 0.4319 0.010 0.034 -0.033
H 5.7034 1.8553 1.2919 0.021 -0.028 0.011
H -4.1867 5.9099 -1.8126 0.024 0.009 0.000
H -0.2132 4.2147 -1.4504 -0.010 0.057 -0.081
H -1.1591 3.2728 5.9791 -0.003 -0.009 -0.010
H -4.5714 5.2062 0.5511 -0.016 -0.008 0.002
H 1.2430 -6.6929 -0.1712 -0.002 0.001 0.020
H -0.8097 6.0383 0.2663 0.032 -0.011 -0.011
H -1.3073 5.1260 2.1298 0.026 -0.019 0.019
H -3.2080 -4.6036 -0.0506 -0.012 -0.007 0.008
H 5.6270 1.7500 -1.7552 0.011 -0.043 -0.003
H -1.4770 5.2936 4.5758 -0.004 0.023 0.011
H 6.9978 0.6417 1.1905 -0.078 0.001 -0.008
H -0.2073 -6.8450 2.5019 0.008 0.004 -0.001
H 5.6046 0.3990 2.2723 0.025 0.048 -0.036
H 1.8074 -7.6575 1.1777 0.018 -0.006 -0.001
H -4.4080 2.7687 0.1784 0.003 0.030 0.002
H -1.9045 4.9976 -2.0438 -0.005 -0.008 -0.019
H 3.0279 6.1073 0.0654 0.003 -0.001 0.019
H -2.8235 0.2486 4.2293 0.003 -0.026 0.000
H -5.8133 -1.1974 -0.3788 0.005 0.001 0.017
H -1.6358 -0.7811 -1.2862 -0.068 -0.009 -0.009
H -5.1472 -1.8961 -1.8550 -0.019 0.008 0.024
H -4.5053 -2.7707 0.9944 -0.007 -0.013 -0.032
H 0.2747 -4.3591 -0.1974 0.065 -0.025 -0.013
H -1.3862 -5.9400 -0.1358 -0.026 0.027 -0.009
H -4.8478 4.2762 -1.7677 0.007 0.046 0.007
H 2.6757 -5.1284 0.8293 0.009 -0.006 0.004
H 0.4643 -4.5331 2.8201 0.009 -0.001 -0.013
H -2.7100 -1.6013 -2.4160 0.021 0.003 0.014

***

Number 1: gap between HOMO and LUMO 10.51 eV. Number 2: gap between HOMO and LUMO 8.07 eV. Number 3: gap between HOMO and LUMO 4.24 eV.